(1)
{"formula": "C51H75BN10O4", "method": "the ωB97M-V functional and the def2-TZVPD basis", "orbital_gap_ev": 7.525, "mol_weight_g_mol": 903.039, "e_homo_ev": -7.910, "energy_ha": -2861.73700, "smiles": "CCCCCCCCCCCC[C@H]1OC(=O)O[C@H]1B(N)O.c1cc[nH]c1.c1cc[nH]c1.c1cc[nH]c1.c1cc[nH]c1.c1cc[nH]c1.c1cc[nH]c1.c1cc[nH]c1.c1cc[nH]c1.c1cc[nH]c1", "fmax_ha_per_bohr": 0.024, "elements": ["H", "C", "N", "H", "H", "H", "C", "H", "C", "H", "C", "C", "H", "C", "H", "C", "H", "H", "C", "H", "C", "H", "N", "H", "H", "H", "H", "C", "H", "C", "C", "H", "N", "H", "H", "H", "H", "H", "H", "O", "H", "H", "H", "H", "C", "C", "C", "H", "H", "H", "C", "H", "H", "H", "H", "H", "H", "H", "C", "H", "H", "N", "N", "C", "C", "H", "C", "C", "C", "C", "C", "C", "H", "H", "C", "C", "H", "H", "C", "H", "C", "H", "C", "H", "H", "C", "H", "H", "H", "H", "C", "B", "C", "H", "C", "C", "C", "C", "C", "C", "N", "N", "H", "C", "H", "C", "H", "H", "C", "C", "H", "H", "N", "C", "H", "H", "C", "H", "C", "O", "H", "C", "H", "H", "N", "O", "H", "C", "C", "H", "H", "C", "H", "H", "O", "H", "H", "H", "H", "C", "N"], "positions_angstrom": [[-2.27072, -6.25022, -4.29174], [7.94128, 2.63521, 0.39478], [6.40416, 1.31539, -0.48916], [-4.00153, 3.62310, 4.54700], [-0.02986, -0.66379, -4.43486], [6.80141, -0.46342, 0.62499], [3.42931, 3.70575, -1.04047], [2.21253, -0.29976, 0.59114], [-0.61431, -8.36663, -2.06517], [-4.19124, -0.61408, 6.98099], [-2.10299, 5.40724, -8.48916], [-2.04479, -5.97267, 14.61469], [2.60325, 12.90449, -2.52686], [-0.92222, -6.46606, 13.89508], [-1.08696, -7.46418, -4.71491], [-0.69271, 0.14044, -1.16300], [0.83268, -2.57923, -2.23353], [-1.59450, -0.48123, -1.24150], [-4.12034, 5.05944, -9.42110], [4.27916, 11.76885, -0.73235], [1.76476, -0.59895, -0.35641], [1.90271, -2.71254, -0.09544], [-3.98130, 4.61457, 4.71197], [2.73107, 6.91698, -1.17402], [-1.83838, -8.77356, -0.32417], [-2.11101, -4.96604, 9.95467], [-2.38546, 3.92442, -7.01274], [2.20392, -5.36801, -4.49571], [-3.44498, -4.33006, 14.05495], [2.85723, 11.86089, -2.44638], [-2.92651, -0.27439, 5.21926], [8.71685, 1.05511, 1.78233], [-0.90667, 0.09333, -9.09982], [0.18632, -7.76978, -1.62193], [-0.81855, 0.44801, -10.03465], [-4.98082, 5.13427, -10.06449], [-4.58507, 1.89317, 3.47563], [1.45591, -6.20128, -2.65771], [-1.07294, -1.35543, -3.36519], [-0.02001, 0.15413, 1.06957], [-4.65118, 3.45072, -7.97152], [3.90103, 2.76751, -0.80162], [1.82897, 2.95871, -2.20422], [1.20256, -7.21294, -4.05191], [-1.69530, -7.44807, -2.63356], [2.78348, 5.84401, -1.26030], [-1.16846, -9.30934, -1.00086], [-3.79221, 7.29485, 6.54530], [5.65209, 0.98762, -1.06563], [-0.37363, -9.74515, -0.39497], [2.37784, 10.79908, -3.26191], [0.08149, -3.34324, 9.93078], [-2.70104, 6.60355, -10.21139], [3.39181, -1.98506, -0.67904], [2.04826, 0.15578, -1.09659], [-4.17588, 5.32201, 2.70930], [6.53900, 3.32457, -1.19739], [-2.04180, -0.88349, 5.31236], [-1.02295, 1.02163, 0.85068], [4.60014, 5.27208, -0.07304], [1.12090, -3.51402, -4.30779], [-3.08799, 0.53786, 4.13721], [-2.15961, -2.65017, 7.67721], [-4.01798, -0.11746, 6.03984], [-4.26824, 1.21145, 4.24815], [-5.81785, 1.19197, 5.78955], [-0.82686, -5.73655, 12.73947], [2.15432, -3.86593, -4.21467], [-3.87243, 6.55741, 5.76419], [2.30420, -1.96194, -0.78525], [-0.58941, -1.17602, -8.70633], [2.95665, 9.64420, -2.80828], [3.72603, -3.18720, -2.91380], [-2.44351, 0.63794, 3.36616], [-0.27492, -5.65729, -3.84749], [1.89675, 5.05354, -1.94383], [-0.51871, -5.02166, -2.98696], [2.03546, -1.45107, -2.84910], [-4.07565, 5.58054, 3.74963], [-3.71794, -4.07530, 7.97629], [-4.01214, 6.80037, 4.37024], [2.72474, -3.32901, -4.97591], [2.67927, -3.48962, -2.82099], [-2.01899, -4.15717, 12.00339], [4.31800, 9.31377, -1.22956], [0.25017, -0.58829, -0.15187], [2.63834, -4.35515, -2.15399], [-1.64245, 0.25992, -5.93637], [1.68718, 10.87581, -4.08483], [1.01615, 5.30671, -2.50894], [-0.84764, -1.27403, -7.36428], [-0.18265, 0.37220, -2.65121], [1.16499, -6.17549, -3.71064], [1.45968, 1.11312, -3.44995], [1.90167, -2.33306, -2.20740], [3.75936, 4.98650, -0.68333], [-4.87320, 0.83057, 5.41898], [-2.75640, -3.71200, 8.29554], [7.06723, 0.56398, 0.44421], [-3.98307, 4.19601, -8.36771], [2.29720, 3.75534, -1.80562], [-0.66900, -0.47934, -3.66988], [2.86333, 8.62544, -3.14449], [-2.59242, -4.96087, 13.87106], [-0.12290, -5.78842, 11.92622], [-1.92092, -4.13395, 9.29610], [-0.13294, -1.59498, 0.02188], [-0.21527, -1.90048, -9.40892], [-3.85638, 5.19877, 5.94066], [-1.36323, 0.81127, -8.02998], [-2.40723, -6.32097, 15.56734], [-0.35167, -5.01662, -4.73177], [-2.75333, 4.41417, -7.80761], [-2.92660, 5.82878, -9.49805], [-1.66699, 1.83763, -8.14796], [-1.73436, -10.12789, -1.44863], [-1.35557, -6.73638, -3.94085], [-3.76624, 4.60113, 6.83154], [8.02761, 1.35657, 1.01159], [-1.07722, 1.33388, -0.45609], [-2.60232, -8.04220, -2.78569], [3.71091, 11.31480, -1.52572], [-0.70749, -2.15791, -6.76252], [-1.94067, -6.69170, -1.87881], [-1.84655, -4.82610, 12.73368], [-1.73916, 1.46628, 1.68909], [-0.14926, -8.94247, -2.87106], [6.92934, 2.57934, -0.52506], [-0.95626, -2.38398, 8.26815], [-0.26175, -7.26335, 14.19232], [-2.54855, -2.14322, 6.90256], [-1.33798, -0.00909, -6.93345], [3.20245, -5.73048, -4.23315], [-4.05848, 7.75896, 3.88106], [0.70215, 1.40695, -2.93244], [8.55291, 3.49660, 0.60429], [-0.33399, -1.57566, 7.92419], [2.05975, -5.54667, -5.56447], [-1.11716, 5.72833, -8.19983], [-0.77517, -3.29082, 9.27895], [3.76566, 9.96710, -1.75376]], "atomic_forces_ev_per_a": [[0.0, 0.0, 0.0], [0.0, 0.0, 0.0], [0.0, 0.0, 0.0], [0.0, 0.0, 0.1], [-0.4, 0.2, -0.3], [0.0, 0.0, 0.0], [0.0, 0.0, 0.0], [0.0, 0.0, 0.0], [0.1, 0.0, 0.1], [0.0, 0.0, 0.0], [0.0, 0.0, 0.0], [0.0, 0.0, 0.0], [0.0, 0.0, 0.0], [0.0, 0.0, 0.0], [0.0, 0.0, 0.1], [-0.2, -0.3, -0.1], [0.0, 0.1, 0.0], [-0.1, 0.1, 0.1], [0.0, 0.0, 0.0], [0.0, 0.0, 0.0], [0.0, 0.0, -0.2], [0.2, -0.1, 0.0], [0.0, 0.0, 0.0], [0.0, 0.0, 0.0], [0.0, 0.0, 0.0], [0.0, 0.0, -0.1], [0.0, 0.1, 0.0], [-0.1, 0.1, 0.1], [0.0, 0.0, 0.0], [0.0, 0.0, 0.0], [0.0, 0.0, 0.0], [0.0, 0.0, 0.0], [0.0, 0.0, 0.0], [0.0, 0.0, 0.0], [0.0, 0.0, 0.0], [0.0, 0.0, 0.0], [0.0, -0.1, 0.0], [0.0, 0.0, 0.0], [-0.3, 0.1, -0.1], [-0.5, -0.5, 0.0], [0.0, 0.0, 0.0], [0.0, 0.0, 0.1], [-0.2, 0.0, 0.1], [0.1, 0.0, 0.0], [0.1, -0.1, 0.0], [0.0, 0.0, 0.0], [0.0, 0.0, 0.0], [0.0, 0.0, 0.0], [0.0, 0.0, 0.0], [0.0, 0.0, 0.0], [0.0, 0.0, 0.0], [0.0, 0.0, 0.0], [0.0, 0.0, 0.0], [0.0, 0.1, 0.0], [0.0, 0.1, 0.1], [0.0, 0.0, 0.0], [0.0, 0.0, 0.0], [0.0, 0.0, 0.0], [0.5, 0.2, -0.2], [0.0, 0.0, 0.0], [0.0, 0.0, -0.1], [0.0, -0.1, 0.0], [0.0, 0.0, 0.0], [0.0, 0.0, 0.0], [0.0, 0.0, -0.1], [0.0, 0.0, 0.0], [0.0, 0.0, 0.0], [0.0, 0.0, 0.1], [0.0, 0.0, 0.0], [-0.2, -0.1, 0.1], [0.0, 0.0, 0.0], [0.0, 0.0, 0.0], [0.1, -0.2, 0.2], [0.0, 0.1, 0.0], [0.0, -0.1, 0.1], [0.0, 0.0, 0.0], [0.0, 0.1, -0.1], [0.0, 0.0, 0.0], [0.0, 0.0, 0.0], [0.0, 0.0, 0.0], [0.0, 0.0, 0.0], [0.0, 0.0, 0.0], [-0.1, 0.1, -0.1], [0.0, 0.0, 0.0], [0.0, 0.0, 0.0], [0.2, 0.6, 0.2], [0.0, 0.0, 0.0], [0.0, 0.0, 0.0], [0.0, 0.0, 0.0], [0.0, 0.0, 0.0], [0.0, 0.0, 0.0], [-0.1, 0.3, -0.1], [0.0, 0.0, 0.0], [-0.2, 0.2, -0.4], [0.1, 0.1, 0.0], [0.0, 0.0, 0.0], [0.0, 0.0, 0.0], [0.0, 0.1, 0.0], [0.0, 0.0, 0.0], [0.0, 0.0, 0.0], [0.1, 0.0, 0.0], [0.9, -0.6, 0.5], [0.0, 0.0, 0.0], [0.0, 0.0, 0.0], [0.0, 0.0, 0.0], [0.0, -0.1, 0.0], [0.2, -0.1, 0.0], [0.0, 0.0, 0.0], [0.0, 0.0, 0.0], [0.0, 0.0, -0.1], [0.0, 0.0, 0.0], [0.0, -0.1, 0.0], [0.0, -0.1, 0.0], [0.0, 0.0, 0.0], [0.0, 0.0, 0.0], [0.0, 0.0, 0.0], [-0.1, 0.1, 0.0], [0.0, 0.0, 0.0], [0.0, 0.0, 0.0], [-0.2, -0.2, -0.3], [0.0, 0.0, 0.0], [0.0, 0.0, 0.0], [0.0, 0.0, 0.0], [-0.1, 0.0, 0.0], [0.0, 0.1, 0.0], [0.0, 0.3, 0.3], [0.0, 0.0, 0.0], [0.0, 0.0, 0.0], [0.0, 0.0, 0.0], [0.0, 0.0, 0.0], [0.0, 0.0, 0.0], [0.0, 0.0, 0.0], [0.0, -0.1, -0.1], [0.0, 0.0, 0.0], [0.4, -0.3, 0.4], [0.0, 0.0, 0.0], [0.0, 0.0, 0.0], [0.0, 0.0, 0.0], [0.0, 0.0, 0.0], [0.0, 0.0, 0.0], [0.0, 0.0, 0.0]]}

(2)
{"formula": "C5H10BrO2PS3", "method": "the ωB97M-V functional and the def2-TZVPD basis", "orbital_gap_ev": [5.894, 7.145], "mol_weight_g_mol": 309.212, "relative_energy_kcal_mol": 47.9, "e_homo_ev": [-8.183, -8.970], "energy_ha": -4456.88968, "fmax_ha_per_bohr": 0.098, "elements": ["H", "H", "C", "H", "O", "H", "C", "C", "O", "H", "H", "C", "Br", "S", "P", "H", "H", "C", "H", "H", "S", "S"], "positions_angstrom": [[-1.15824, 1.04285, 1.06593], [-0.04644, -0.48178, -2.28413], [0.97024, -0.30617, 1.02275], [-1.91384, -1.10574, 0.59129], [1.85172, -1.40437, 1.02295], [-1.58864, -1.74107, -0.95511], [0.69440, -0.31565, -1.47485], [-0.01386, -0.23753, -0.15860], [1.73721, -1.27827, -1.49035], [1.12338, 0.69929, -1.79526], [-0.43931, -2.37426, 0.24718], [-0.98709, -1.43601, -0.03584], [4.91547, 0.33231, 1.36394], [3.60101, -3.24923, -0.20251], [2.77700, -1.51851, -0.24318], [1.54200, 0.61609, 1.23006], [-1.79967, 1.00412, -0.55124], [-0.91577, 1.07496, 0.09158], [-0.53624, 1.99362, -0.22745], [0.47462, -0.31818, 1.98685], [4.97642, 2.26220, -1.59112], [4.76604, 0.39234, -0.88587]], "atomic_forces_ev_per_a": [[-1.1, 0.2, 3.4], [0.6, -0.7, 0.4], [-0.3, 1.7, 1.1], [2.0, -1.1, -0.1], [-0.3, 0.2, 0.5], [1.3, 0.7, 0.4], [0.3, 2.8, -1.3], [-1.5, 0.5, 1.1], [0.4, -0.6, 0.2], [-0.2, -1.1, 0.8], [-0.8, 0.9, 0.3], [-2.1, -0.5, -0.1], [0.2, 0.3, -0.2], [0.4, 0.4, -0.4], [-0.3, -1.1, -1.6], [0.2, 0.0, -1.1], [-0.2, -0.4, 0.4], [0.9, -2.6, -4.2], [1.4, 1.4, -0.1], [-0.8, -0.7, 0.0], [-0.5, -2.1, 1.0], [0.3, 1.6, -0.5]]}